Record 1
This record from the OMol25 dataset describes a structure of composition C19H44AsClNOPtSi3. The level of theory is ωB97M-V/def2-TZVPD.

Element x y z (Å)
Pt 0.267 0.262 0.761
Cl 2.339 0.854 0.084
C -2.403 -0.192 1.137
C -2.409 -1.458 0.306
O -1.353 -1.435 -0.637
C -1.707 -1.095 -1.972
C -0.440 -1.045 -2.791
H -3.155 -0.201 1.925
H -2.554 0.699 0.536
H -1.426 -0.070 1.709
H -3.371 -1.606 -0.193
H -2.245 -2.315 0.958
H -2.234 -0.128 -1.991
H -2.405 -1.842 -2.364
H 0.272 -0.336 -2.364
H -0.661 -0.748 -3.815
H 0.037 -2.024 -2.809
N -0.395 1.876 -0.518
C -0.716 3.027 0.311
C 0.303 3.643 1.029
C 0.000 4.708 1.859
C -1.311 5.154 1.983
C -2.316 4.539 1.257
C -2.021 3.475 0.413
H -1.159 1.630 -1.138
H 0.422 2.075 -1.092
H 1.319 3.284 0.936
H 0.793 5.194 2.412
H -1.543 5.985 2.634
H -3.336 4.891 1.333
H -2.811 3.020 -0.173
C -1.728 -2.369 3.745
Si -0.076 -2.983 3.129
C 0.712 -3.902 4.548
C -0.201 -4.044 1.595
As 1.283 -1.138 2.459
Si 1.485 0.439 4.237
C 1.915 -0.463 5.811
C -0.179 1.277 4.347
C 2.801 1.667 3.766
Si 3.374 -2.075 1.748
C 3.127 -2.554 -0.033
C 3.679 -3.580 2.808
C 4.754 -0.858 2.029
H -2.365 -3.234 3.949
H -2.254 -1.722 3.053
H -1.606 -1.826 4.685
H 0.042 -4.714 4.842
H 0.848 -3.260 5.418
H 1.676 -4.340 4.296
H -0.981 -4.801 1.709
H 0.740 -4.569 1.421
H -0.419 -3.454 0.702
H 1.092 -1.088 6.159
H 2.132 0.264 6.596
H 2.796 -1.096 5.691
H -1.000 0.571 4.483
H -0.377 1.868 3.448
H -0.179 1.958 5.202
H 3.805 1.260 3.884
H 2.717 2.544 4.414
H 2.688 1.989 2.731
H 2.298 -3.254 -0.141
H 4.031 -3.040 -0.408
H 2.923 -1.679 -0.653
H 2.991 -4.395 2.579
H 3.616 -3.358 3.875
H 4.690 -3.942 2.606
H 4.562 0.110 1.578
H 5.669 -1.266 1.590
H 4.939 -0.721 3.096

Properties
Net charge: +1
HOMO in Eh: -0.428
DFT total energy in eV: -124194.3423
LUMO in Ha: -0.129



Record 2
This record from the OMol25 dataset describes a structure of composition C19H44CaNO2P2S at a distorted geometry. The level of theory is ωB97M-V/def2-TZVPD.

Element x y z (Å)
Ca 0.003 -0.137 0.121
P 1.969 -0.054 -1.927
P -2.315 -1.256 1.269
N -1.155 -0.645 -1.675
C 0.796 -0.279 -3.329
H 1.048 0.452 -4.116
H 0.967 -1.283 -3.763
C -0.723 -0.105 -2.969
H -0.954 0.995 -3.033
H -1.313 -0.563 -3.798
C -2.615 -0.650 -1.544
H -3.073 -1.074 -2.471
H -2.988 0.403 -1.468
C -3.235 -1.416 -0.321
H -3.321 -2.494 -0.561
H -4.264 -1.042 -0.170
C -3.018 0.095 2.325
C -1.990 0.646 3.338
H -2.327 1.633 3.686
H -0.984 0.794 2.914
H -1.881 -0.009 4.210
C -2.097 -2.782 2.250
C -1.225 -2.616 3.513
H -0.957 -3.619 3.884
H -1.718 -2.065 4.324
H -0.266 -2.110 3.298
C 3.344 -1.262 -1.834
C 4.266 -1.094 -0.606
H 4.882 -2.005 -0.513
H 3.698 -1.016 0.338
H 4.936 -0.226 -0.669
C 2.637 1.670 -1.929
C 3.169 2.078 -0.536
H 3.209 3.178 -0.476
H 4.174 1.679 -0.349
H 2.528 1.751 0.298
C 1.765 -0.225 2.385
C -3.395 -3.548 2.486
H -4.085 -3.033 3.166
H -3.924 -3.715 1.533
H -3.142 -4.538 2.895
C 4.102 -1.460 -3.145
H 4.752 -2.343 -3.031
H 3.404 -1.674 -3.970
H 4.709 -0.592 -3.432
C 3.628 2.001 -3.037
H 3.743 3.099 -3.083
H 4.621 1.570 -2.867
H 3.274 1.679 -4.027
C -4.380 -0.185 2.959
H -4.341 -0.873 3.815
H -4.792 0.766 3.328
H -5.103 -0.596 2.241
H -3.169 0.890 1.575
H 1.734 2.277 -2.124
H -1.492 -3.402 1.562
H 2.792 -2.203 -1.654
O 2.470 -0.192 3.300
H 0.068 -2.764 -0.972
H 0.518 -2.887 -0.365
C -0.388 4.218 -1.043
S -0.254 2.710 -0.034
C 0.082 3.384 1.623
O -1.646 2.062 0.010
H 0.606 4.657 -1.107
H -1.081 4.916 -0.587
H -0.736 3.882 -2.028
H 0.662 4.320 1.568
H -0.889 3.557 2.128
H 0.682 2.669 2.219

Properties
Net charge: +1
HOMO in Eh: -0.342
DFT total energy in eV: -73846.7239
LUMO in Ha: -0.113



Record 3
This record from the OMol25 dataset describes a structure of composition C19H44INO9S. The level of theory is ωB97M-V/def2-TZVPD.

Element x y z (Å)
N 6.531 -0.109 0.864
C 5.256 -0.787 1.068
C 4.025 0.042 0.709
C 2.729 -0.739 0.885
C 1.509 -0.050 0.300
C 0.171 -0.644 0.757
C -0.927 0.423 0.796
C -0.675 1.391 1.947
I -2.086 2.967 1.961
S 1.045 1.956 1.923
O 1.705 1.227 2.968
O 1.160 3.368 1.812
O 1.520 1.397 0.525
H 6.664 0.603 1.575
H 6.520 0.409 -0.009
H 5.195 -1.077 2.122
H 5.256 -1.719 0.491
H 4.001 0.936 1.338
H 4.116 0.390 -0.329
H 2.817 -1.700 0.363
H 2.564 -0.959 1.943
H 1.568 -0.090 -0.790
H 0.279 -1.110 1.741
H -0.112 -1.435 0.060
H -0.945 0.972 -0.149
H -1.912 -0.014 0.947
H -0.763 0.884 2.906
C -5.970 -3.235 3.338
O -6.356 -2.727 2.075
C -6.230 -1.320 1.962
C -4.989 -0.924 1.194
O -3.800 -1.279 1.886
C -3.194 -2.461 1.400
H -5.969 -4.321 3.259
H -4.973 -2.893 3.625
H -6.683 -2.939 4.115
H -6.218 -0.854 2.953
H -7.109 -0.949 1.427
H -4.983 0.162 1.058
H -5.002 -1.387 0.200
H -2.769 -2.307 0.400
H -3.906 -3.289 1.350
H -2.391 -2.721 2.088
C -8.194 -2.411 -4.982
O -7.563 -3.279 -4.060
C -6.179 -3.030 -3.896
C -5.889 -2.247 -2.633
O -6.432 -0.938 -2.682
C -7.637 -0.799 -1.956
H -9.264 -2.598 -4.916
H -7.996 -1.362 -4.751
H -7.862 -2.617 -6.006
H -5.782 -2.489 -4.762
H -5.669 -3.996 -3.837
H -4.804 -2.155 -2.517
H -6.279 -2.791 -1.766
H -7.449 -0.832 -0.877
H -8.356 -1.581 -2.210
H -8.060 0.173 -2.206
C 9.500 5.320 0.280
O 9.528 4.699 -0.990
C 9.813 3.313 -0.943
C 8.564 2.470 -1.083
O 7.682 2.639 0.014
C 6.588 3.498 -0.252
H 9.132 6.334 0.134
H 8.840 4.793 0.974
H 10.504 5.368 0.716
H 10.323 3.059 -0.007
H 10.490 3.082 -1.771
H 8.850 1.414 -1.120
H 8.055 2.720 -2.021
H 5.879 3.031 -0.946
H 6.916 4.451 -0.674
H 6.081 3.678 0.694

Properties
HOMO in Eh: -0.333
DFT total energy in eV: -59266.1432
LUMO in Ha: 0.010



Record 4
This record from the OMol25 dataset describes a cluster of 9 separate species, C19H44N5O17 in total at a distorted geometry. The level of theory is ωB97M-V/def2-TZVPD.

Element x y z (Å)
C 1.466 -3.273 -7.059
C 0.539 -4.056 -8.043
O 0.781 -4.122 -9.270
N -0.596 -4.794 -7.372
H -1.340 -4.177 -7.078
H -1.055 -5.505 -7.923
C -0.111 -5.425 -6.018
H 1.695 -2.409 -7.682
H 2.418 -3.771 -6.871
H 1.024 -2.875 -6.146
H -0.780 -6.284 -5.975
H -0.394 -4.698 -5.257
H 0.920 -5.766 -6.115
C 0.958 5.862 1.780
C 1.169 5.442 3.180
O 1.853 6.107 3.979
N 0.683 4.047 3.555
H -0.259 3.984 3.913
H 0.546 3.697 2.617
C 1.731 3.228 4.320
H 1.118 5.133 0.986
H 1.718 6.608 1.550
H 0.000 6.352 1.604
H 2.390 3.658 5.074
H 2.480 2.769 3.674
H 1.292 2.266 4.583
C -4.066 3.271 -6.340
C -3.572 3.997 -5.075
O -2.657 4.829 -5.140
N -4.276 3.598 -3.738
H -5.127 3.087 -3.922
H -3.658 2.959 -3.258
C -4.683 4.845 -2.983
H -5.137 3.066 -6.313
H -3.600 2.338 -6.657
H -3.936 3.882 -7.233
H -4.892 4.436 -1.994
H -5.470 5.361 -3.533
H -3.760 5.411 -2.857
C -3.147 -1.697 7.243
C -4.473 -2.328 7.853
O -4.538 -3.514 8.130
N -5.795 -1.536 7.790
H -5.690 -0.612 8.185
H -6.119 -1.415 6.841
C -6.982 -2.167 8.551
H -2.203 -2.047 7.660
H -3.012 -0.640 7.474
H -3.031 -1.877 6.174
H -6.968 -3.255 8.618
H -7.866 -1.850 7.999
H -7.022 -1.814 9.581
C 7.448 -1.069 -2.797
C 7.223 -1.548 -1.445
O 7.925 -1.110 -0.526
N 5.858 -2.210 -1.009
H 5.967 -2.029 -0.021
H 4.962 -1.792 -1.212
C 5.621 -3.586 -1.538
H 8.431 -1.330 -3.191
H 7.403 0.020 -2.828
H 6.699 -1.650 -3.335
H 6.480 -4.216 -1.771
H 4.962 -3.546 -2.405
H 5.193 -4.161 -0.717
O 3.891 3.502 -2.700
C 4.517 4.021 -1.687
O 5.123 5.030 -1.722
O 4.442 3.454 -0.632
H 3.355 2.845 -2.249
O -0.017 -0.259 1.066
C 0.060 0.098 -0.217
O -0.504 1.159 -0.498
O 0.926 -0.388 -0.957
H 0.694 -0.882 1.235
O 4.764 -4.546 6.148
C 3.940 -4.065 5.226
O 4.180 -3.094 4.518
O 2.869 -4.672 5.119
H 4.289 -5.326 6.444
O -5.099 0.388 1.081
C -5.272 0.612 2.402
O -4.417 1.375 3.000
O -6.333 0.222 2.980
H -4.145 0.427 1.177

Properties
Net charge: +1
HOMO in Eh: -0.232
DFT total energy in eV: -62651.9391
LUMO in Ha: -0.160